# 1
Entry from the Open Molecules 2025 dataset: a 3-piece molecular cluster, C37H67BClF8N2O8S2 overall (wB97M-V/def2-TZVPD).

Summary:
**Energy**: -4241.4495 a.u.
**Frontier orbital gap**: 8.01 eV

```
! RIJCOSX wB97M-V def2-TZVPD def2/J DEFGRID3
* xyz -1 1
C 2.6222 -2.9578 -3.5258
C 1.3249 -3.2099 -4.4593
C 0.6668 -1.8494 -5.0348
C -0.8121 -2.1883 -5.5835
C -2.0041 -1.7114 -4.6170
C -2.0883 -2.5231 -3.2204
C -1.7958 -1.5234 -1.9781
C -1.0245 -2.2755 -0.7769
C 0.3927 -1.5694 -0.3837
C 0.5183 -1.3734 1.2339
C 0.6782 0.2213 1.4866
C 0.3736 0.6488 3.0242
B -1.0406 1.4385 3.2394
C -1.3377 1.5675 4.8764
C -0.1199 2.1910 5.7116
C 0.2087 1.2760 7.0228
C 1.6389 1.7845 7.5711
S 2.7874 0.3138 7.6717
O 4.2254 0.7539 7.9100
O 2.3503 -0.5834 8.7962
Cl 2.8033 -0.7309 5.8539
C -1.0797 2.9644 2.6100
F -1.5670 3.9616 3.5599
F -1.9849 3.0914 1.4717
C 0.3221 3.5204 2.0866
C 1.4394 4.1625 2.9379
C 2.7692 4.6658 2.2626
C 3.0309 4.5695 0.7256
C 1.8923 3.9655 -0.1318
C 2.0427 3.8424 -1.7311
F 2.5388 5.0560 -2.3210
F 3.0087 2.7994 -1.9539
F 0.8540 3.3992 -2.3658
C 0.5757 3.4435 0.5394
S -2.5518 0.4469 2.5917
O -2.4969 0.1686 1.1083
O -3.8541 1.2177 2.8300
C -2.7959 -1.1957 3.4530
F -3.2460 -2.1244 2.4485
F -1.6450 -1.7659 4.0425
F -3.7928 -1.1184 4.4511
H 2.3915 -3.3892 -2.4754
H 2.9314 -1.8637 -3.4344
H 3.4827 -3.6062 -3.9433
H 1.5991 -3.8907 -5.3444
H 0.5757 -3.8168 -3.8193
H 1.3075 -1.5467 -5.9513
H 0.7090 -0.9757 -4.3000
H -0.9339 -1.5846 -6.5643
H -0.9178 -3.2883 -5.8833
H -1.9697 -0.5685 -4.4805
H -2.9864 -1.9315 -5.1813
H -1.4483 -3.4727 -3.2060
H -3.1791 -2.8694 -3.1005
H -2.8113 -1.1640 -1.5811
H -1.2492 -0.6078 -2.3899
H -0.7595 -3.3501 -1.0833
H -1.7454 -2.3012 0.1112
H 0.3976 -0.5690 -0.9455
H 1.2956 -2.1609 -0.7992
H 1.4572 -1.9396 1.5800
H -0.4410 -1.7407 1.7346
H 1.7938 0.4503 1.2683
H 0.0189 0.7441 0.7181
H 0.4598 -0.3340 3.6351
H 1.3019 1.2604 3.3537
H -2.3562 2.0761 5.0874
H -1.4765 0.4807 5.2646
H -0.5048 3.1927 6.1534
H 0.8103 2.4534 5.1092
H -0.5976 1.4311 7.8362
H 0.2853 0.1749 6.7197
H 1.6028 2.2972 8.5923
H 2.1281 2.5299 6.8486
H 1.3124 4.2850 4.0600
H 3.6227 5.1196 2.8825
H 3.9910 4.9266 0.2186
H -0.1959 3.0089 -0.1980
C -3.2831 7.3123 -6.2580
O -2.6408 7.3644 -4.9940
C -3.4648 7.9193 -3.9664
C -3.8512 6.8452 -2.9483
N -4.8005 5.8893 -3.5192
C -5.0165 4.7027 -2.6868
C -3.8155 3.7728 -2.4538
O -3.3733 3.0933 -3.6251
C -2.4585 3.8273 -4.4249
H -2.5391 7.0251 -7.0030
H -4.0790 6.5629 -6.2606
H -3.6888 8.2906 -6.5337
H -4.3486 8.4240 -4.3715
H -2.8593 8.6756 -3.4554
H -4.3068 7.3252 -2.0743
H -2.9314 6.3461 -2.6279
H -4.4542 5.5824 -4.4222
H -5.8023 4.1181 -3.1768
H -5.4181 5.0191 -1.7185
H -4.1461 2.9878 -1.7663
H -2.9813 4.2755 -1.9530
H -1.8229 4.4908 -3.8326
H -2.9948 4.3931 -5.1894
H -1.8164 3.1119 -4.9446
C 2.7996 -9.3826 1.2987
O 2.5120 -8.3247 2.1996
C 3.6835 -7.7338 2.7662
C 3.8729 -6.3087 2.2440
N 4.2675 -6.3074 0.8349
C 4.2212 -4.9832 0.2101
C 2.8491 -4.3002 0.0991
O 1.9484 -4.9518 -0.7914
C 1.2078 -6.0126 -0.2064
H 1.8582 -9.8699 1.0391
H 3.2534 -9.0006 0.3804
H 3.4573 -10.1251 1.7609
H 4.5777 -8.3441 2.5988
H 3.5164 -7.6846 3.8474
H 4.6496 -5.8092 2.8348
H 2.9294 -5.7738 2.3912
H 3.6457 -6.9215 0.3194
H 4.6180 -5.1037 -0.8036
H 4.9111 -4.3182 0.7403
H 3.0191 -3.3071 -0.3293
H 2.3811 -4.1279 1.0741
H 0.9996 -5.8434 0.8532
H 1.7311 -6.9605 -0.3466
H 0.2546 -6.0896 -0.7352
*
```

# 2
Entry from the Open Molecules 2025 dataset: C37H68BCdGeN6O2S3Si3 as an isolated structure (wB97M-V/def2-TZVPD).

Summary:
**Relative energy (zero: lowest compared OMol25 entry of this formula, charge and spin)**: 184.0 kJ/mol
**Energy**: -6261.8941 a.u.
**Frontier orbital gap (spin up / spin down)**: 5.74 / 6.35 eV

```
! RIJCOSX wB97M-V def2-TZVPD def2/J DEFGRID3
* xyz 2 2
Cd 0.3237 0.0398 -0.1277
C -4.6463 -0.2036 -2.0437
C -3.7909 -1.2702 -1.4346
C -4.3190 -2.3845 -0.8613
C -3.4818 -3.3353 -0.2245
N -2.1835 -3.2149 -0.2578
N -1.6531 -2.1538 -0.8950
B -0.1315 -2.1654 -1.0291
N 0.3253 -2.0201 -2.5001
N -0.3380 -2.9689 -3.2066
C -0.1997 -3.0148 -4.4988
C 0.6224 -2.0689 -5.1644
C 1.3004 -1.1243 -4.4682
C 2.1504 -0.1015 -5.1518
C 1.1481 -1.0996 -3.0403
S 1.9852 0.0878 -2.1370
C -0.9105 -4.1478 -5.2326
C -0.0051 -5.3847 -5.1286
C -1.1226 -3.8017 -6.7075
C -2.2692 -4.4325 -4.5834
N 0.6200 -3.2426 -0.2320
N 0.2562 -4.4871 -0.6255
C 0.8293 -5.5132 -0.0688
C 1.8015 -5.3335 0.9495
C 2.1951 -4.0939 1.3298
C 3.2528 -3.8865 2.3678
C 1.5774 -2.9796 0.6742
S 2.1636 -1.3945 1.0203
C 0.4840 -6.9089 -0.5667
C -0.7944 -6.9107 -1.4051
C 0.3011 -7.8586 0.6260
C 1.6714 -7.3803 -1.4225
C -2.3755 -1.1273 -1.3910
S -1.5844 0.3299 -1.8802
C -4.0603 -4.5716 0.4448
C -4.4671 -5.5354 -0.6820
C -5.2949 -4.1950 1.2728
C -3.0259 -5.2395 1.3496
H -5.6381 -0.5934 -2.2644
H -4.2051 0.1917 -2.9570
H -4.7536 0.6320 -1.3483
H -5.3911 -2.5312 -0.8582
H 0.6880 -2.0817 -6.2432
H 2.0769 -0.2071 -6.2319
H 3.1951 -0.2060 -4.8557
H 1.8426 0.9037 -4.8633
H 0.9507 -5.2164 -5.6297
H -0.4876 -6.2407 -5.6025
H 0.1944 -5.6327 -4.0868
H -0.1845 -3.7430 -7.2608
H -1.6609 -2.8594 -6.8304
H -1.7196 -4.5854 -7.1746
H -2.1867 -4.5349 -3.5019
H -2.6781 -5.3583 -4.9897
H -2.9765 -3.6277 -4.7979
H 2.2304 -6.2023 1.4316
H 3.4461 -4.8156 2.8998
H 2.9642 -3.1152 3.0806
H 4.1825 -3.5531 1.9026
H -1.6762 -6.9214 -0.7629
H -0.8221 -7.8092 -2.0225
H -0.8613 -6.0400 -2.0525
H -0.3696 -7.4350 1.3768
H 1.2456 -8.1137 1.1085
H -0.1398 -8.7924 0.2764
H 1.7793 -6.7636 -2.3172
H 1.5106 -8.4122 -1.7365
H 2.6117 -7.3431 -0.8684
H -5.2355 -5.0964 -1.3222
H -4.8731 -6.4537 -0.2559
H -3.6113 -5.7910 -1.3081
H -6.1475 -3.9186 0.6516
H -5.0836 -3.3706 1.9576
H -5.6023 -5.0530 1.8712
H -2.0952 -5.4369 0.8203
H -3.4294 -6.1834 1.7174
H -2.7953 -4.6102 2.2125
O -0.1407 -0.4434 3.0280
H 0.7964 -0.6416 3.1576
H -0.6144 -1.1640 3.4601
O -2.8562 0.3829 1.2172
C -2.0278 1.1155 1.4280
C -1.6845 4.3216 -0.8630
Si -2.5234 4.1775 0.7836
C -2.5413 5.7951 1.7065
C -4.2176 3.4240 0.6374
Ge -1.0953 2.7442 2.1782
Si 1.2422 3.1134 1.7722
C 1.6708 3.0014 -0.0387
C 1.2409 4.8587 2.4091
C 2.2968 1.9917 2.7959
Si -1.9921 2.3374 4.4114
C -3.1259 0.8709 4.4187
C -0.5407 2.2075 5.5643
C -2.9616 3.8906 4.7228
H -2.3152 4.8951 -1.5483
H -1.5238 3.3398 -1.3142
H -0.7254 4.8371 -0.7880
H -2.6754 6.6204 1.0022
H -1.6200 5.9858 2.2583
H -3.3689 5.8293 2.4164
H -4.9586 4.2258 0.5973
H -4.4862 2.7780 1.4759
H -4.3002 2.8402 -0.2817
H 0.8256 2.8357 -0.7082
H 2.4031 2.2069 -0.2079
H 2.1379 3.9372 -0.3573
H 0.7036 5.5317 1.7379
H 2.2702 5.2196 2.4851
H 0.7955 4.9371 3.4046
H 2.3412 0.9784 2.3930
H 1.9827 1.9402 3.8373
H 3.3171 2.3892 2.7764
H -2.7158 -0.0257 3.9557
H -4.0669 1.1090 3.9171
H -3.3611 0.6323 5.4596
H -0.3283 1.1717 5.8323
H -0.7601 2.7567 6.4830
H 0.3658 2.6362 5.1396
H -3.7820 4.0034 4.0112
H -2.3389 4.7860 4.6700
H -3.3964 3.8519 5.7257
*
```

# 3
Entry from the Open Molecules 2025 dataset: C37H69BN6NaP2 as an isolated structure (wB97M-V/def2-TZVPD).

Summary:
**Relative energy (zero: lowest compared OMol25 entry of this formula, charge and spin)**: 13.9 kJ/mol
**Energy**: -2649.6700 a.u.
**Frontier orbital gap**: 5.00 eV

```
! RIJCOSX wB97M-V def2-TZVPD def2/J DEFGRID3
* xyz -1 1
Na -0.6095 -0.6880 -0.9799
N -2.4655 2.4301 0.4178
C -2.6476 3.3171 -0.7343
C -2.1198 2.7148 -2.0407
N -2.3295 1.2805 -2.1606
C -3.7141 0.8102 -2.2769
C -4.0028 -0.3324 -1.3143
N -2.9668 -1.3402 -1.5430
H -1.6398 1.8386 0.3398
H -2.3848 2.9518 1.2790
H -3.7147 3.5378 -0.8424
H -2.1516 4.2856 -0.6161
H -2.5706 3.2828 -2.8679
H -1.0398 2.8753 -2.0857
H -1.7489 0.8871 -2.8881
H -4.4089 1.6319 -2.0884
H -3.9068 0.4507 -3.2935
H -3.9105 0.0480 -0.2954
H -5.0302 -0.6864 -1.4663
H -3.1563 -2.2251 -1.0881
H -2.8184 -1.5209 -2.5339
C 4.7939 2.0762 -2.0072
C 3.3033 2.1947 -2.3308
C 3.0367 3.5242 -3.0431
C 2.9186 1.0662 -3.3060
P 2.0614 1.9898 -0.9118
C 2.9906 0.6849 0.0323
N 2.1979 -0.1055 0.9514
B 0.7356 -0.3128 1.0029
N 0.6623 -1.3079 2.0980
C -0.5229 -1.9692 2.6151
P -1.9979 -0.8471 2.8524
C -1.6129 -0.0466 4.5334
C -1.6319 -0.9569 5.7589
C -2.6355 1.0848 4.7167
C -0.2229 0.6036 4.4368
C -3.2992 -2.2014 3.1272
C -4.5539 -1.5641 3.7329
C -3.6706 -2.6469 1.6975
C -2.9078 -3.4448 3.9304
C 1.9204 -1.6707 2.5676
C 2.3290 -2.5684 3.5435
C 3.6990 -2.7152 3.7982
C 4.6372 -1.9829 3.0855
C 4.2317 -1.0760 2.0984
C 2.8763 -0.9217 1.8503
C 2.2947 3.4630 0.2633
C 1.4078 4.6054 -0.2464
C 1.7511 3.0275 1.6356
C 3.7205 3.9757 0.4518
H 5.3653 2.1403 -2.9425
H 5.1447 2.8737 -1.3518
H 5.0382 1.1177 -1.5442
H 3.5517 3.5335 -4.0126
H 1.9648 3.6603 -3.2297
H 3.3965 4.3823 -2.4683
H 3.6085 1.0568 -4.1600
H 2.9448 0.0749 -2.8417
H 1.9055 1.2185 -3.6862
H 3.4612 0.0261 -0.7028
H 3.8039 1.1818 0.5699
H -0.8406 -2.7597 1.9310
H -0.2974 -2.4435 3.5684
H -2.6321 -1.3341 5.9806
H -0.9544 -1.8079 5.6414
H -1.2935 -0.3855 6.6335
H -3.6626 0.7114 4.7612
H -2.4286 1.6287 5.6476
H -2.5724 1.7931 3.8849
H 0.5794 -0.1357 4.4948
H -0.0966 1.1547 3.5004
H -0.0975 1.3038 5.2740
H -4.8402 -0.6641 3.1780
H -5.3885 -2.2745 3.6825
H -4.4149 -1.2912 4.7813
H -3.9954 -1.7877 1.1025
H -2.8302 -3.1205 1.1806
H -4.4915 -3.3732 1.7372
H -2.7817 -3.2330 4.9924
H -3.7054 -4.1937 3.8354
H -1.9879 -3.9033 3.5581
H 1.6160 -3.1647 4.0991
H 4.0262 -3.4214 4.5521
H 5.6934 -2.1184 3.2875
H 4.9702 -0.5152 1.5367
H 0.3753 4.2658 -0.3478
H 1.4236 5.4374 0.4700
H 1.7394 4.9870 -1.2162
H 0.7817 2.5300 1.5422
H 2.4261 2.3236 2.1342
H 1.6418 3.9124 2.2793
H 4.1151 4.4473 -0.4498
H 3.7220 4.7308 1.2485
H 4.4048 3.1795 0.7565
C 0.0339 -0.2372 -5.0766
N -1.1719 -0.9807 -4.7252
C -2.2045 -0.7409 -5.7129
C -0.9191 -2.4285 -4.6313
C 0.2041 -2.9042 -3.7086
C 1.0364 -3.8893 -4.2457
C 2.0746 -4.4350 -3.4956
C 2.2744 -3.9677 -2.2039
C 1.4325 -2.9780 -1.6931
C 0.3497 -2.4030 -2.3935
H 0.3802 -0.4747 -6.0995
H 0.8243 -0.4814 -4.3705
H -0.1610 0.8407 -5.0310
H -1.8981 -1.0577 -6.7263
H -2.4469 0.3254 -5.7561
H -3.1127 -1.2926 -5.4527
H -0.7163 -2.8030 -5.6513
H -1.8592 -2.8967 -4.3179
H 0.8867 -4.2308 -5.2665
H 2.7154 -5.2000 -3.9173
H 3.0778 -4.3751 -1.5973
H 1.6356 -2.6405 -0.6712
*
```